Entry 1:
{
  "formula": "C52H128F12N15O21P7",
  "method": "wB97M-V/def2-TZVPD",
  "symbols": ["O", "P", "N", "C", "C", "N", "C", "C", "N", "C", "C", "H", "H", "H", "H", "H", "H", "H", "H", "H", "H", "H", "H", "H", "H", "H", "H", "H", "H", "O", "P", "N", "C", "C", "N", "C", "C", "N", "C", "C", "H", "H", "H", "H", "H", "H", "H", "H", "H", "H", "H", "H", "H", "H", "H", "H", "H", "H", "O", "P", "N", "C", "C", "N", "C", "C", "N", "C", "C", "H", "H", "H", "H", "H", "H", "H", "H", "H", "H", "H", "H", "H", "H", "H", "H", "H", "H", "O", "P", "N", "C", "C", "N", "C", "C", "N", "C", "C", "H", "H", "H", "H", "H", "H", "H", "H", "H", "H", "H", "H", "H", "H", "H", "H", "H", "H", "O", "P", "N", "C", "C", "N", "C", "C", "N", "C", "C", "H", "H", "H", "H", "H", "H", "H", "H", "H", "H", "H", "H", "H", "H", "H", "H", "H", "H", "C", "C", "O", "C", "O", "C", "F", "F", "F", "H", "H", "H", "H", "H", "C", "C", "O", "C", "O", "C", "F", "F", "F", "H", "H", "H", "H", "H", "C", "C", "O", "C", "O", "C", "F", "F", "F", "H", "H", "H", "H", "H", "C", "C", "O", "C", "O", "C", "F", "F", "F", "H", "H", "H", "H", "H", "C", "O", "P", "O", "O", "C", "O", "C", "H", "H", "H", "H", "H", "H", "H", "H", "H", "C", "O", "P", "O", "O", "C", "O", "C", "H", "H", "H", "H", "H", "H", "H", "H", "H"],
  "coordinates": [[-10.95, -27.09, 16.42], [-10.45, -26.66, 17.77], [-9.11, -25.63, 17.66], [-8.23, -25.61, 16.50], [-8.53, -24.86, 18.78], [-10.00, -27.88, 18.92], [-9.77, -27.45, 20.28], [-9.56, -29.22, 18.46], [-11.60, -25.74, 18.66], [-11.83, -24.32, 18.54], [-12.75, -26.43, 19.30], [-7.90, -26.61, 16.24], [-7.35, -24.97, 16.55], [-8.77, -25.19, 15.65], [-9.26, -24.64, 19.56], [-8.16, -23.87, 18.51], [-7.76, -25.38, 19.35], [-10.28, -28.17, 20.92], [-8.72, -27.54, 20.56], [-10.04, -26.43, 20.55], [-10.05, -29.58, 17.55], [-8.49, -29.34, 18.30], [-9.83, -29.95, 19.22], [-12.25, -23.98, 19.49], [-10.98, -23.67, 18.33], [-12.52, -24.18, 17.70], [-13.65, -25.83, 19.16], [-12.57, -26.69, 20.34], [-12.98, -27.36, 18.79], [-14.20, -22.27, 19.53], [-14.65, -21.44, 20.72], [-13.66, -21.89, 22.04], [-13.50, -21.14, 23.27], [-12.54, -22.80, 21.77], [-16.20, -21.69, 21.38], [-16.80, -22.97, 21.39], [-16.69, -20.77, 22.45], [-14.49, -19.76, 20.61], [-15.45, -19.02, 19.77], [-13.14, -19.23, 20.45], [-14.13, -20.25, 23.32], [-12.46, -20.82, 23.33], [-13.63, -21.76, 24.15], [-13.02, -23.68, 21.36], [-11.97, -23.12, 22.64], [-11.82, -22.34, 21.09], [-16.32, -23.50, 22.22], [-17.88, -23.07, 21.53], [-16.57, -23.60, 20.53], [-16.12, -19.85, 22.54], [-17.71, -20.49, 22.20], [-16.76, -21.32, 23.39], [-15.23, -19.38, 18.77], [-16.37, -19.50, 20.08], [-15.26, -17.95, 19.93], [-12.51, -19.52, 21.29], [-13.01, -18.15, 20.40], [-12.71, -19.67, 19.55], [-11.08, -17.76, 22.31], [-9.97, -17.38, 23.20], [-10.18, -17.70, 24.88], [-11.34, -16.99, 25.53], [-10.07, -19.06, 25.48], [-9.56, -15.71, 23.08], [-9.85, -15.02, 21.87], [-8.63, -15.08, 23.99], [-8.54, -18.23, 22.78], [-7.22, -17.93, 23.18], [-8.63, -19.11, 21.64], [-11.13, -15.93, 25.49], [-11.37, -17.25, 26.59], [-12.32, -17.24, 25.13], [-10.77, -19.82, 25.13], [-10.09, -19.09, 26.57], [-9.09, -19.48, 25.24], [-9.50, -13.99, 21.83], [-9.26, -15.50, 21.08], [-10.90, -15.02, 21.60], [-9.03, -14.09, 24.17], [-8.62, -15.63, 24.93], [-7.64, -14.96, 23.54], [-7.10, -17.73, 24.25], [-6.66, -18.83, 22.93], [-6.94, -17.05, 22.60], [-9.45, -19.83, 21.60], [-7.86, -19.88, 21.62], [-8.59, -18.58, 20.69], [-4.82, -19.68, 21.39], [-3.40, -19.23, 21.46], [-2.28, -20.23, 20.58], [-2.51, -21.63, 20.41], [-0.94, -19.87, 20.17], [-2.90, -19.38, 23.11], [-3.82, -19.08, 24.19], [-1.56, -19.15, 23.54], [-3.07, -17.60, 20.98], [-3.14, -17.17, 19.60], [-3.49, -16.50, 21.89], [-1.59, -22.22, 20.39], [-3.10, -21.75, 19.50], [-3.08, -21.99, 21.26], [-0.91, -20.03, 19.10], [-0.31, -20.62, 20.67], [-0.58, -18.88, 20.45], [-3.56, -19.56, 25.13], [-3.91, -18.01, 24.33], [-4.75, -19.55, 23.85], [-0.77, -19.39, 22.83], [-1.60, -18.10, 23.82], [-1.30, -19.63, 24.49], [-2.44, -17.75, 19.00], [-4.16, -17.41, 19.29], [-2.90, -16.12, 19.42], [-4.58, -16.42, 21.99], [-3.07, -15.56, 21.53], [-2.95, -16.73, 22.80], [-10.84, -22.54, 12.11], [-9.52, -21.91, 11.76], [-8.45, -21.73, 13.06], [-8.55, -20.61, 13.99], [-7.90, -22.97, 13.65], [-9.57, -20.41, 10.97], [-8.43, -19.49, 10.75], [-10.84, -19.89, 10.40], [-8.53, -22.82, 10.68], [-9.13, -23.90, 9.81], [-7.18, -22.45, 10.38], [-7.75, -20.75, 14.72], [-9.40, -20.67, 14.67], [-8.56, -19.64, 13.49], [-8.57, -23.83, 13.67], [-7.49, -22.81, 14.65], [-7.08, -23.33, 13.04], [-7.80, -19.58, 11.63], [-7.91, -19.89, 9.88], [-8.72, -18.45, 10.60], [-10.68, -19.53, 9.39], [-11.58, -20.68, 10.52], [-11.11, -18.97, 10.93], [-9.89, -24.40, 10.41], [-9.64, -23.51, 8.93], [-8.41, -24.65, 9.48], [-6.75, -21.73, 11.07], [-7.08, -22.12, 9.34], [-6.55, -23.34, 10.37], [-10.17, -16.10, 13.92], [-10.25, -14.62, 14.22], [-9.03, -13.97, 13.93], [-8.00, -13.79, 14.79], [-8.01, -14.17, 16.00], [-6.73, -13.23, 14.24], [-7.00, -12.66, 13.07], [-6.28, -12.24, 15.03], [-5.83, -14.11, 14.21], [-11.10, -16.59, 14.21], [-9.36, -16.56, 14.48], [-9.91, -16.30, 12.88], [-10.40, -14.50, 15.30], [-11.00, -14.26, 13.51], [-5.28, -18.87, 11.95], [-4.01, -18.83, 12.74], [-4.33, -19.38, 14.00], [-4.28, -20.66, 14.19], [-4.22, -21.60, 13.32], [-4.54, -21.09, 15.69], [-4.57, -20.07, 16.48], [-5.68, -21.82, 15.83], [-3.47, -21.84, 16.09], [-6.14, -18.53, 12.52], [-5.62, -19.88, 11.68], [-5.15, -18.24, 11.07], [-3.82, -17.78, 12.96], [-3.24, -19.38, 12.20], [-7.21, -15.42, 19.31], [-5.84, -14.91, 18.68], [-5.39, -15.68, 17.63], [-4.37, -15.24, 16.82], [-3.88, -14.16, 16.86], [-4.11, -16.29, 15.70], [-5.15, -17.01, 15.42], [-3.85, -15.65, 14.53], [-3.11, -17.13, 16.03], [-7.96, -15.26, 18.53], [-7.50, -14.79, 20.15], [-7.18, -16.45, 19.65], [-5.09, -14.90, 19.48], [-5.98, -13.88, 18.37], [-12.15, -24.61, 14.52], [-11.37, -25.47, 13.51], [-12.17, -25.77, 12.31], [-11.67, -26.65, 11.36], [-10.64, -27.35, 11.60], [-12.53, -26.71, 10.04], [-12.96, -27.94, 9.84], [-13.56, -25.87, 10.14], [-11.74, -26.45, 9.04], [-13.08, -25.08, 14.85], [-12.31, -23.59, 14.17], [-11.49, -24.57, 15.39], [-11.12, -26.37, 14.06], [-10.42, -25.09, 13.13], [-13.73, -17.97, 17.09], [-14.25, -19.03, 16.25], [-13.86, -19.07, 14.70], [-12.39, -18.98, 14.49], [-14.66, -20.34, 14.10], [-13.90, -21.58, 13.84], [-14.71, -17.87, 14.02], [-14.12, -16.74, 13.46], [-13.12, -17.13, 16.75], [-13.16, -18.50, 17.85], [-14.48, -17.50, 17.73], [-14.39, -22.16, 13.05], [-13.85, -22.21, 14.73], [-12.92, -21.44, 13.39], [-13.42, -16.96, 12.66], [-13.63, -16.12, 14.21], [-14.98, -16.17, 13.13], [-11.47, -21.45, 16.82], [-10.05, -21.61, 17.04], [-9.32, -21.14, 18.40], [-9.89, -21.61, 19.74], [-7.78, -21.58, 18.09], [-6.75, -21.24, 18.99], [-9.25, -19.52, 18.22], [-8.69, -18.83, 17.07], [-11.96, -22.41, 16.69], [-11.59, -20.91, 15.88], [-11.94, -20.84, 17.59], [-6.08, -20.62, 18.41], [-6.35, -22.20, 19.32], [-7.15, -20.69, 19.84], [-8.20, -19.52, 16.39], [-8.00, -18.02, 17.30], [-9.55, -18.38, 16.57]],
  "mulliken_charge": [-0.8793, -0.0380, 0.6777, -1.0760, -0.6202, 0.4116, -1.1456, -1.0364, 0.8143, -0.4066, -1.3976, 0.3647, 0.3966, 0.1413, 0.1812, -0.0190, 0.2911, 0.3548, 0.3648, 0.3034, 0.2782, 0.3051, 0.3630, -0.1769, 0.1242, 0.2828, 0.5139, 0.2593, 0.3880, -0.8174, 0.4145, 0.3687, -0.9411, -1.2414, 0.2854, -1.0980, -1.2415, 0.4419, -1.1056, 0.2334, 0.2145, 0.3604, 0.3102, 0.2763, 0.3810, 0.4818, 0.4041, 0.3324, 0.2483, 0.4098, 0.3632, 0.3705, 0.3076, 0.3926, 0.3060, -0.2078, 0.5445, -0.8360, -0.5055, -0.3698, 0.2270, -1.0267, -0.8087, 0.4607, -0.8870, -1.2660, 0.9644, -0.8658, -1.7916, 0.3156, 0.4289, 0.2251, 0.1868, 0.4268, 0.2302, 0.4293, 0.0746, 0.2285, 0.4511, 0.3485, 0.2760, 0.2505, 0.4095, 0.0739, 0.2639, 0.2254, 0.7532, -0.6534, 0.1099, 0.5721, -0.9641, -1.4174, 0.1551, -0.8875, -0.8803, 0.3081, -1.2218, -0.7889, 0.3749, 0.1331, 0.3108, 0.3304, 0.4822, 0.4042, 0.4294, 0.3301, 0.1383, 0.2127, 0.3396, 0.3067, 0.1466, 0.4079, 0.5525, 0.0793, 0.4032, 0.3181, -0.8535, 0.3872, 0.9169, 0.5871, -0.3328, 0.2495, -0.4024, -0.9170, 0.5323, -0.7865, -1.0791, -0.7462, -0.3774, 0.1467, -0.3252, 0.0038, 0.2022, -0.4710, 0.3210, 0.4286, 0.3619, 0.2713, 0.1543, -0.0358, 0.3031, 0.3040, 0.1503, 0.3296, 0.4504, -0.2446, -0.5323, -0.2794, 0.3208, -0.5309, 0.9374, -0.2681, -0.2843, -0.1854, -0.0021, -0.0177, 0.3435, 0.3905, 0.2817, -0.6497, -0.4235, 0.0609, 0.1927, -0.6510, 0.8312, -0.1405, -0.0801, -0.2982, 0.1594, 0.0516, 0.4117, 0.2934, 0.3791, -0.8351, -0.7482, 0.2592, -0.0171, -0.5395, 0.8666, -0.1399, -0.2702, -0.2281, 0.3832, 0.4035, 0.0347, 0.3572, 0.4151, 0.6426, -0.6288, -0.3076, 0.3681, -0.5962, 0.8516, -0.2549, -0.2303, -0.2362, 0.5931, -0.4698, -0.5454, 0.6636, 0.0542, -0.3086, -0.0345, -0.2476, 0.5093, -0.4325, -0.2674, -0.3911, -0.5688, 0.2517, -0.0478, 0.4373, 0.3647, 0.2800, -0.0256, 0.2084, 0.2218, 0.3457, 1.4827, 0.4988, 0.5680, -0.8277, 0.3917, 0.0540, 0.0324, 0.2225, -0.7035, -0.2612, -0.7806, -0.0905, 0.2777, -0.3693, -0.4055, 0.0513, 0.1404],
  "smiles": "CN(C)P(=O)(N(C)C)N(C)C.CN(C)P(=O)(N(C)C)N(C)C.CN(C)P(=O)(N(C)C)N(C)C.CN(C)P(=O)(N(C)C)N(C)C.CN(C)P(=O)(N(C)C)N(C)C.CCOC(=O)C(F)(F)F.CCOC(=O)C(F)(F)F.CCOC(=O)C(F)(F)F.CCOC(=O)C(F)(F)F.COP(=O)(OC)OC.COP(=O)(OC)OC",
  "lumo_ev": 0.25,
  "e_homo_ev": -7.83
}

Entry 2:
{
  "formula": "C7H9F6HoN2O9S4",
  "method": "wB97M-V/def2-TZVPD",
  "symbols": ["Ho", "F", "C", "F", "F", "S", "O", "O", "N", "S", "O", "O", "C", "F", "F", "F", "O", "C", "O", "C", "N", "C", "C", "C", "H", "H", "H", "H", "H", "H", "H", "H", "H", "O", "S", "O", "O", "S"],
  "coordinates": [[-1.06, -0.03, 0.20], [-2.13, -3.66, 2.66], [-2.35, -2.40, 2.34], [-2.17, -2.30, 0.98], [-3.61, -2.10, 2.60], [-1.05, -1.26, 3.16], [-0.27, -0.95, 1.98], [-0.47, -2.01, 4.20], [-1.82, 0.03, 3.68], [-2.19, 0.97, 2.48], [-1.13, 1.76, 1.90], [-2.88, 0.23, 1.45], [-3.45, 2.20, 3.19], [-2.85, 3.19, 3.82], [-4.29, 1.61, 4.02], [-4.13, 2.69, 2.16], [2.80, 0.46, 1.38], [2.15, 0.97, 0.50], [0.94, 0.74, 0.16], [2.80, 2.10, -0.40], [1.71, 2.94, -0.93], [1.37, 3.86, 0.17], [2.72, 4.19, 0.83], [3.66, 3.04, 0.44], [3.34, 1.60, -1.20], [0.86, 2.33, -1.18], [1.98, 3.43, -1.78], [0.71, 3.33, 0.86], [0.85, 4.74, -0.21], [2.62, 4.25, 1.91], [3.11, 5.15, 0.49], [4.03, 2.51, 1.31], [4.51, 3.40, -0.13], [-2.59, -0.37, -1.32], [-1.46, -0.24, -2.29], [-0.36, -0.99, -1.61], [-1.70, -0.53, -3.66], [-0.98, 1.70, -1.95]],
  "mulliken_charge": [0.9695, -0.2192, 0.7624, -0.2287, -0.2145, 1.1582, -0.4171, -0.6319, -0.5764, 1.1192, -0.4901, -0.5592, 0.4977, -0.1996, -0.1873, -0.1907, -0.6641, 0.3116, -0.2523, 0.0513, 0.1025, -0.2215, -0.5160, -0.8477, 0.4986, -0.2417, 0.3985, -0.0758, 0.5501, 0.3406, 0.2957, 0.3662, 0.3324, -0.4973, 1.2413, -0.5162, -0.6816, -0.5669],
  "spin_multiplicity": 5,
  "lumo_ev": [-0.12, -0.12],
  "e_homo_ev": [-8.86, -8.87]
}

Entry 3:
{
  "formula": "C6H12N2Si",
  "method": "wB97M-V/def2-TZVPD",
  "symbols": ["C", "C", "C", "C", "C", "C", "N", "N", "Si", "H", "H", "H", "H", "H", "H", "H", "H", "H", "H", "H", "H"],
  "coordinates": [[0.66, 2.48, 2.92], [-0.43, 1.76, 2.81], [1.58, 1.62, 1.02], [0.33, -2.16, 0.22], [0.85, 0.14, -1.80], [-1.93, 0.01, -0.54], [1.66, 2.54, 1.98], [0.63, 0.75, 0.93], [-0.04, -0.35, -0.18], [0.69, 3.13, 3.71], [-1.31, 1.21, 2.89], [2.12, 1.76, 0.07], [-0.11, -2.30, 1.28], [-0.12, -2.88, -0.43], [1.40, -2.44, 0.38], [0.87, -0.74, -2.40], [0.29, 0.87, -2.31], [1.89, 0.38, -1.76], [-2.32, -1.12, -0.54], [-2.53, 0.59, 0.14], [-2.07, 0.53, -1.56]],
  "mulliken_charge": [-0.3617, -0.1045, 0.3130, -0.9970, -1.3030, -0.9489, -0.6778, -0.2656, 0.3001, 0.4029, 0.4677, 0.3192, 0.2445, 0.3513, 0.3243, 0.3512, 0.3526, 0.4131, 0.2157, 0.3423, 0.2608],
  "de_lowest_kj_mol": 460.54,
  "lumo_ev": [-0.57, -0.57],
  "e_homo_ev": [-8.58, -8.58]
}

Entry 4:
{
  "formula": "C10H20O3Ti",
  "method": "wB97M-V/def2-TZVPD",
  "symbols": ["C", "C", "C", "C", "C", "C", "C", "C", "C", "O", "C", "O", "O", "H", "H", "H", "H", "H", "H", "H", "H", "H", "H", "H", "H", "H", "H", "H", "H", "H", "H", "H", "H", "Ti"],
  "coordinates": [[2.54, -1.28, 1.32], [2.24, -1.42, -0.18], [2.57, -0.19, -1.01], [2.00, 1.08, -0.40], [0.51, 0.90, -0.24], [-0.21, 2.13, 0.26], [-1.74, 2.06, 0.12], [-2.33, 0.66, 0.31], [-2.53, -0.13, -1.01], [-1.60, -1.23, -1.10], [-2.03, -2.46, -0.67], [-1.54, -3.47, -1.13], [-3.04, -2.46, 0.23], [3.32, -1.96, 1.62], [1.66, -1.54, 1.93], [2.88, -0.30, 1.62], [1.19, -1.63, -0.29], [2.74, -2.28, -0.58], [3.61, -0.08, -1.25], [2.06, -0.32, -1.95], [2.23, 1.91, -1.03], [2.46, 1.26, 0.57], [0.10, 0.62, -1.20], [0.35, 0.07, 0.50], [0.08, 2.15, 1.35], [0.19, 3.04, -0.14], [-2.17, 2.68, 0.89], [-1.98, 2.51, -0.82], [-3.30, 0.78, 0.77], [-1.75, 0.02, 1.00], [-3.52, -0.53, -1.11], [-2.31, 0.53, -1.82], [-2.82, -1.97, 1.02], [0.13, 0.86, 2.42]],
  "mulliken_charge": [-0.9426, -0.1421, -0.9841, -0.8086, -0.6151, 0.7317, -0.9145, 0.1471, -0.8727, -0.3226, 0.6874, -0.4581, -0.4372, 0.3819, 0.1437, 0.2511, 0.0593, 0.4993, 0.4058, 0.4064, 0.4480, 0.2646, 0.3477, -0.0880, 0.1702, 0.4861, 0.3679, 0.4073, 0.4179, -0.2366, 0.4746, 0.4692, 0.3058, 0.9494],
  "lumo_ev": -11.18,
  "e_homo_ev": -16.52,
  "charge": 2
}

Please write out number 3 again, unchanged.
{
  "formula": "C6H12N2Si",
  "method": "wB97M-V/def2-TZVPD",
  "symbols": ["C", "C", "C", "C", "C", "C", "N", "N", "Si", "H", "H", "H", "H", "H", "H", "H", "H", "H", "H", "H", "H"],
  "coordinates": [[0.66, 2.48, 2.92], [-0.43, 1.76, 2.81], [1.58, 1.62, 1.02], [0.33, -2.16, 0.22], [0.85, 0.14, -1.80], [-1.93, 0.01, -0.54], [1.66, 2.54, 1.98], [0.63, 0.75, 0.93], [-0.04, -0.35, -0.18], [0.69, 3.13, 3.71], [-1.31, 1.21, 2.89], [2.12, 1.76, 0.07], [-0.11, -2.30, 1.28], [-0.12, -2.88, -0.43], [1.40, -2.44, 0.38], [0.87, -0.74, -2.40], [0.29, 0.87, -2.31], [1.89, 0.38, -1.76], [-2.32, -1.12, -0.54], [-2.53, 0.59, 0.14], [-2.07, 0.53, -1.56]],
  "mulliken_charge": [-0.3617, -0.1045, 0.3130, -0.9970, -1.3030, -0.9489, -0.6778, -0.2656, 0.3001, 0.4029, 0.4677, 0.3192, 0.2445, 0.3513, 0.3243, 0.3512, 0.3526, 0.4131, 0.2157, 0.3423, 0.2608],
  "de_lowest_kj_mol": 460.54,
  "lumo_ev": [-0.57, -0.57],
  "e_homo_ev": [-8.58, -8.58]
}